# C29H49ClInNO2P

C29H49ClInNO2P as an isolated structure (ωB97M-V/def2-TZVPD, OMol25).

total charge = -1
DFT total energy = -2331.32742 Ha
LUMO level (alpha / beta) = 2.6 / 2.6 eV
HOMO level (alpha / beta) = -2.9 / -2.9 eV
Kohn-Sham gap (alpha / beta) = 5.5 / 5.5 eV
largest force on an atom = 2.74 eV/Å

CARTESIAN COORDINATES (ANGSTROEM)
In -2.42042 -2.03993 2.30371
Cl -0.91090 -2.90802 0.55136
P 0.09039 -0.23478 -0.72426
C -4.28075 -2.94318 1.88825
H -5.28575 -2.44952 1.91715
H -4.49352 -4.04621 1.81268
C 0.62083 1.56765 -0.59213
C -0.85439 -0.39168 -2.32597
C -0.58138 2.51587 -0.68712
H 0.98081 1.61453 0.45511
C -0.18213 3.92129 -0.22215
H -0.95027 2.56761 -1.72140
H -1.41023 2.14353 -0.07028
C 1.06160 4.45534 -0.94878
H -1.02521 4.60502 -0.38816
H -0.00658 3.87912 0.86270
C 2.21117 3.44404 -1.06425
H 0.76892 4.77537 -1.95846
H 1.42711 5.34882 -0.43087
C 1.74393 2.05213 -1.50832
H 2.96253 3.80776 -1.77803
H 2.71082 3.34131 -0.08949
H 1.38305 2.10304 -2.54634
H 2.59617 1.36190 -1.50024
C 1.66666 -1.20603 -1.04224
C -0.39004 0.52058 -3.46032
H -0.70066 -1.44727 -2.61915
C -1.15334 0.18548 -4.74461
H -0.57795 1.56721 -3.18263
H 0.68805 0.42358 -3.64763
C -2.67194 0.26502 -4.54809
H -0.83480 0.88074 -5.53196
H -0.86819 -0.82836 -5.06279
C -3.16974 -0.50643 -3.32222
H -2.96098 1.31989 -4.44687
H -3.16809 -0.11250 -5.44758
C -2.35283 -0.19288 -2.06234
H -4.22200 -0.26792 -3.13025
H -3.10621 -1.58679 -3.51252
H -2.53582 0.85018 -1.75895
H -2.69442 -0.82430 -1.23071
C 2.73028 -0.87940 0.01575
H 1.30158 -2.22986 -0.83685
C 3.90418 -1.85690 -0.09650
H 3.09503 0.15138 -0.10743
H 2.28089 -0.93986 1.01747
C 4.48742 -1.91347 -1.51546
H 4.68829 -1.57457 0.61564
H 3.54980 -2.85947 0.18414
C 3.42253 -2.13593 -2.59543
H 5.02416 -0.97824 -1.72418
H 5.22741 -2.71859 -1.57573
C 2.23068 -1.17959 -2.46523
H 3.86336 -2.01579 -3.59271
H 3.04096 -3.16494 -2.52942
H 2.55652 -0.15976 -2.72492
H 1.45939 -1.47073 -3.19233
C 0.70925 -0.43410 3.69420
C -0.26638 -1.29595 3.62779
H 0.49419 0.64929 3.65064
C 0.00247 -2.76758 3.72161
H -1.27318 -0.91307 3.83207
C 1.09597 -3.08619 4.77779
H -0.87880 -3.39908 3.92186
H 0.38700 -3.15375 2.77620
C 2.35454 -2.26303 4.47890
H 0.67380 -2.84475 5.77406
H 1.33456 -4.16176 4.71398
C 2.12439 -0.84417 3.90122
H 2.95219 -2.20436 5.39532
H 2.95820 -2.82370 3.74662
H 2.51793 -0.09326 4.60279
H 2.74679 -0.74128 3.00207
O -4.15808 -0.28277 0.57674
C -3.71442 0.52217 1.41238
C -4.40415 1.81009 1.83292
C -3.32718 2.56106 2.57451
C -2.11027 1.63940 2.52606
O -0.96159 2.00227 2.78385
N -2.51591 0.37864 2.08457
H -4.78837 2.34813 0.96105
H -5.22855 1.54986 2.51091
H -3.08788 3.53504 2.12862
H -3.60252 2.70738 3.63061

Cartesian forces (eV/Å) of the 6 atoms listed first:
In -1.9830 -0.2076 -1.8855
Cl -0.1863 -0.3822 0.4281
P -0.2034 0.5171 0.6507
C -0.8289 -0.6003 -1.0081
H 1.1390 0.1426 0.6902
H 0.8705 0.8376 0.7626